C28H33BBrCl2N6NaOPS2 | ωB97M-V with the def2-TZVPD basis set

Geometry (Å):
1 Na 0.36 -0.24 0.42
2 Br -3.30 -6.71 -1.17
3 C -2.17 -5.19 -0.97
4 C -0.78 -5.33 -1.17
5 C 0.05 -4.25 -1.02
6 C -0.44 -2.94 -0.63
7 O 0.35 -1.99 -0.44
8 C -1.88 -2.83 -0.48
9 C -2.56 -1.59 -0.22
10 N -2.01 -0.48 0.13
11 C -2.78 0.68 0.33
12 C -4.15 0.77 0.31
13 C -4.83 2.00 0.49
14 C -4.14 3.15 0.70
15 C -2.73 3.11 0.76
16 C -1.95 4.28 0.98
17 C -0.59 4.19 1.02
18 C 0.01 2.92 0.86
19 N -0.67 1.82 0.68
20 C -2.04 1.89 0.60
21 C -2.70 -3.97 -0.67
22 H -0.37 -6.30 -1.44
23 H 1.11 -4.33 -1.20
24 H -3.64 -1.66 -0.34
25 H -4.75 -0.12 0.13
26 H -5.91 2.01 0.44
27 H -4.65 4.10 0.83
28 H -2.46 5.23 1.13
29 H 0.03 5.07 1.17
30 H 1.09 2.82 0.90
31 H -3.78 -3.86 -0.57
32 C -0.03 3.70 -2.57
33 N 1.29 3.30 -2.12
34 C 2.23 4.12 -1.49
35 C 3.30 3.34 -1.26
36 N 3.05 2.07 -1.76
37 B 4.19 0.99 -1.87
38 N 3.77 -0.45 -1.44
39 C 3.92 -1.54 -2.28
40 C 3.73 -2.67 -1.57
41 N 3.46 -2.26 -0.27
42 C 3.17 -3.14 0.85
43 C 3.45 -0.90 -0.20
44 S 3.09 -0.01 1.21
45 C 1.80 2.04 -2.29
46 S 0.96 0.76 -3.02
47 H -0.24 4.70 -2.19
48 H -0.77 3.00 -2.21
49 H -0.08 3.70 -3.66
50 H 2.03 5.15 -1.26
51 H 4.24 3.57 -0.77
52 H 5.09 1.38 -1.15
53 H 4.53 0.91 -3.04
54 H 4.14 -1.41 -3.33
55 H 3.77 -3.71 -1.85
56 H 3.55 -4.13 0.63
57 H 2.10 -3.18 1.03
58 H 3.65 -2.75 1.74
59 Cl 1.60 1.81 3.67
60 C 0.28 2.68 4.44
61 Cl 0.63 4.41 4.65
62 H 0.13 2.26 5.42
63 H -0.60 2.58 3.82
64 C 0.10 -3.59 3.20
65 P -0.70 -2.01 2.69
66 C -2.45 -2.46 3.06
67 C -0.39 -1.06 4.25
68 H -0.33 -3.98 4.14
69 H 1.17 -3.42 3.33
70 H -0.04 -4.33 2.41
71 H -2.57 -2.80 4.09
72 H -2.77 -3.26 2.38
73 H -3.10 -1.59 2.89
74 H -0.68 -1.62 5.15
75 H -0.95 -0.12 4.22
76 H 0.68 -0.82 4.31

For the lowest unoccupied orbital energy, the calculation gives 1.9 eV. The net charge is -1. The HOMO energy comes out at -4.235 eV. The calculation puts the HOMO-LUMO gap at 6.11 eV.